Here is a molecular structure, C12H33F2KN4O7S2 in a non-equilibrium geometry from OMol25. Energies are from ωB97M-V with the def2-TZVPD basis set.

Electronic energy: -76695.6322 eV
Maximum force: 9.82 eV/A
E_HOMO: -7.8 eV
HOMO-LUMO gap: 4.9 eV

Structure (ORCA input):
```
! RIJCOSX wB97M-V def2-TZVPD def2/J DEFGRID3
* xyz 0 1
K -17.141 -9.892 -12.521
N -11.531 -12.239 -19.040
S -12.455 -11.212 -19.644
O -13.583 -11.779 -20.395
O -12.145 -9.809 -19.959
F -13.137 -10.978 -18.201
S -10.566 -12.173 -20.500
O -9.611 -11.100 -20.604
O -11.119 -12.744 -21.695
F -9.630 -13.379 -20.006
C -11.054 -6.521 -10.524
C -12.182 -6.786 -11.508
C -12.069 -5.915 -12.816
O -12.123 -4.559 -12.491
C -12.039 -3.809 -13.624
N -12.170 -8.212 -11.819
H -11.306 -6.955 -9.556
H -11.064 -5.435 -10.427
H -10.099 -6.866 -10.919
H -13.103 -6.564 -10.968
H -12.891 -6.171 -13.485
H -11.154 -6.131 -13.368
H -12.626 -3.983 -14.526
H -11.012 -3.846 -13.987
H -12.193 -2.786 -13.281
H -12.194 -8.677 -10.922
H -11.228 -8.374 -12.144
C -14.051 -15.413 -7.569
C -13.971 -14.789 -6.187
C -13.538 -15.835 -5.123
O -13.265 -15.239 -3.831
C -12.542 -16.019 -2.935
N -12.982 -13.727 -6.363
H -14.607 -16.344 -7.682
H -13.067 -15.669 -7.960
H -14.408 -14.711 -8.322
H -14.965 -14.526 -5.825
H -12.576 -16.230 -5.451
H -14.203 -16.691 -5.013
H -12.762 -17.087 -2.937
H -12.673 -15.720 -1.896
H -11.472 -15.907 -3.106
H -12.081 -14.138 -6.561
H -12.864 -13.122 -5.563
C -17.511 -3.044 -9.160
C -18.301 -2.560 -10.434
C -18.230 -1.018 -10.819
O -19.376 -0.660 -11.590
C -19.426 0.713 -12.056
N -17.928 -3.418 -11.496
H -16.459 -2.786 -9.285
H -17.621 -4.093 -8.886
H -17.747 -2.428 -8.293
H -19.324 -2.866 -10.217
H -17.341 -0.791 -11.408
H -18.211 -0.436 -9.897
H -20.280 1.051 -11.469
H -19.696 0.788 -13.110
H -18.454 1.199 -11.980
H -17.028 -3.086 -11.813
H -18.534 -3.344 -12.301
*
```